{"formula": "C3H5NSSi", "method": "ωB97M-V with the def2-TZVPD basis set", "elements": ["C", "C", "C", "N", "Si", "S", "H", "H", "H", "H", "H"], "coordinates": [[-2.2875, -1.5496, 0.0426], [-1.0372, 0.4365, 1.4266], [1.1347, -0.0084, 0.4006], [0.0513, 0.2858, 0.7421], [2.1302, 0.4594, -1.0945], [-2.5435, -0.4461, 1.1816], [-3.1616, -2.1656, -0.2269], [-1.0881, 1.3388, 1.9802], [2.3391, -0.4792, -2.3076], [3.3183, 0.6495, -0.4072], [1.1444, 1.4788, -1.7374]], "e_tot_ev": -23388.7224, "de_lowest_kj_mol": 482.5, "gap_ev": 7.7, "largest_force_ev_per_a": 3.51, "lumo_energy_ha": -0.00440, "multiplicity": 1}


{"formula": "C2H3PS3", "method": "ωB97M-V with the def2-TZVPD basis set", "elements": ["C", "C", "P", "S", "S", "S", "H", "H", "H"], "coordinates": [[-0.5417, -0.3068, 0.1715], [-0.2457, 1.0529, -0.0648], [-1.9742, -1.1630, 0.2351], [1.4739, -1.5862, 0.1474], [1.5495, 1.5171, 0.4312], [2.4250, -0.0926, -0.6166], [-0.1791, 1.4451, -1.0104], [-1.0295, 1.7177, 0.4034], [-1.4782, -2.5842, 0.3032]], "e_tot_ev": -43913.9856, "de_lowest_kj_mol": 146.6, "gap_ev": [7.1, 7.2], "largest_force_ev_per_a": 3.96, "lumo_energy_ha": [-0.04000, -0.03999], "multiplicity": 1}